60
Properties=species:S:1:pos:R:3 method="wB97M-V/def2-TZVPD" e_homo_ev=-11.331 energy_ha=-3578.68908 orbital_gap_ha=0.2571 charge=+1
Ce -0.9430 -1.2037 -1.0896
O -2.0956 -2.2978 0.5418
C -2.4933 -1.1365 0.8190
O -2.6423 -0.2524 -0.0854
C -2.5155 -0.6748 2.2360
C -3.5042 -0.9560 3.1624
C -3.3697 -0.4675 4.4515
C -2.2523 0.2780 4.8028
C -1.2547 0.5357 3.8751
C -1.3765 0.0637 2.5731
P -0.1067 0.3343 1.2521
C 1.4522 0.2036 2.1863
C 2.5277 1.0468 1.9177
C 3.7279 0.8766 2.5912
C 3.8705 -0.1461 3.5168
C 2.8131 -1.0116 3.7624
C 1.6108 -0.8429 3.0965
C -0.3155 2.1318 0.9565
C 0.0210 3.0906 1.9081
C -0.2421 4.4285 1.6674
C -0.8395 4.8189 0.4764
C -1.1592 3.8735 -0.4849
C -0.8923 2.5342 -0.2486
H -4.3658 -1.5444 2.8744
H -4.1317 -0.6782 5.1895
H -2.1534 0.6517 5.8132
H -0.3760 1.0868 4.1803
H 2.4259 1.8486 1.1955
H 4.5522 1.5501 2.3963
H 4.8048 -0.2769 4.0462
H 2.9227 -1.8157 4.4778
H 0.7909 -1.5249 3.2844
H 0.4990 2.7967 2.8333
H 0.0246 5.1693 2.4094
H -1.0523 5.8640 0.2955
H -1.6129 4.1797 -1.4183
H -1.1393 1.7962 -1.0040
Cl -1.7811 -4.0571 -7.6791
C -1.5638 -3.0245 -6.3145
C -2.0153 -3.4395 -5.0747
C -1.8584 -2.5851 -4.0032
Cl -2.3830 -3.0927 -2.4073
C -1.2956 -1.3011 -4.0958
O -1.2663 -0.4670 -3.0724
C -0.8011 -0.9656 -5.3692
Cl -0.0099 0.5597 -5.5348
C -0.9396 -1.7947 -6.4641
H -2.4830 -4.4057 -4.9479
H -0.5698 -1.4794 -7.4291
C 3.3365 -1.4074 -1.1792
C 1.9872 -1.2199 -1.8672
C 1.6556 0.2847 -1.9627
O 0.9703 -1.9085 -1.1780
H 4.1116 -0.8803 -1.7337
H 3.5891 -2.4665 -1.1374
H 3.2902 -1.0185 -0.1594
H 2.0718 -1.6154 -2.8870
H 1.5929 0.7020 -0.9524
H 0.7151 0.4410 -2.5048
H 2.4371 0.8114 -2.5046

89
Properties=species:S:1:pos:R:3 method="wB97M-V/def2-TZVPD" e_homo_ev=-5.765 energy_ha=-3091.15919 orbital_gap_ha=0.2916 charge=-1
N 0.6562 -5.3220 -0.3967
P -0.9327 -5.1738 -1.0383
O -1.6200 -4.3085 0.1842
S -0.6224 -3.5243 -2.4080
O 0.2946 -4.0512 -3.4059
O -1.9631 -3.1986 -2.8637
N 0.0507 -2.4054 -1.4845
S 0.2079 -0.9331 -1.9803
O 1.3851 -0.3317 -1.4106
O -0.0530 -0.7154 -3.3777
I -1.5922 0.2636 -0.7848
H 1.0730 -6.1858 -0.7202
H 0.6312 -5.3274 0.6151
H -2.3922 -4.7741 0.5142
C 0.0466 3.4133 4.6102
C -0.0982 1.9137 4.8141
O -0.4492 1.1954 3.6522
C 0.4708 1.2794 2.5704
C 1.8575 0.7526 2.8936
H -0.8727 3.8323 4.1981
H 0.2467 3.8938 5.5700
H 0.8650 3.6584 3.9322
H -0.9110 1.7199 5.5174
H 0.8169 1.5075 5.2645
H 0.5294 2.3089 2.1985
H 0.0360 0.6866 1.7685
H 2.3599 1.3381 3.6668
H 2.4710 0.7882 1.9926
H 1.8029 -0.2849 3.2269
C -2.1571 5.8921 9.9910
C -2.1070 5.4459 8.5393
O -1.1587 4.4286 8.2802
C -1.3471 3.2039 8.9664
C -2.6719 2.5233 8.6689
H -1.1739 6.2279 10.3230
H -2.8604 6.7194 10.0967
H -2.4874 5.0922 10.6550
H -1.7970 6.2781 7.9071
H -3.1044 5.1420 8.2014
H -1.2221 3.3419 10.0471
H -0.5256 2.5723 8.6276
H -3.5237 3.1109 9.0141
H -2.7100 1.5580 9.1756
H -2.7838 2.3547 7.5972
C 3.5336 -2.2638 -3.2086
C 3.3894 -1.1989 -4.2788
O 4.3756 -0.1671 -4.2211
C 5.7138 -0.5921 -4.3233
C 6.0462 -1.3120 -5.6221
H 3.4796 -1.8126 -2.2174
H 2.7128 -2.9776 -3.2989
H 4.4771 -2.8095 -3.2927
H 2.4377 -0.6853 -4.1583
H 3.3880 -1.6568 -5.2755
H 5.9918 -1.2209 -3.4683
H 6.3060 0.3226 -4.2519
H 5.4948 -2.2476 -5.7197
H 7.1119 -1.5484 -5.6520
H 5.8050 -0.6833 -6.4809
C -0.4537 6.6309 -1.1697
C -0.3740 5.3122 -0.4156
O -0.6247 4.1752 -1.2093
C 0.2645 3.9504 -2.2918
C 1.7121 3.7616 -1.8744
H -1.4272 6.7379 -1.6506
H -0.3146 7.4623 -0.4760
H 0.3166 6.7083 -1.9382
H -1.1424 5.2845 0.3586
H 0.5947 5.2295 0.0932
H 0.1730 4.7553 -3.0322
H -0.0944 3.0341 -2.7599
H 2.1302 4.6555 -1.4063
H 2.3178 3.5294 -2.7512
H 1.7956 2.9280 -1.1759
C -3.4994 -4.7842 -5.6388
C -2.4085 -5.7344 -5.1811
O -2.8961 -6.9225 -4.5632
C -3.7267 -7.7335 -5.3607
C -3.0646 -8.2569 -6.6266
H -4.1299 -4.5026 -4.7950
H -3.0383 -3.8768 -6.0292
H -4.1296 -5.2089 -6.4244
H -1.8080 -5.2308 -4.4293
H -1.7411 -5.9875 -6.0132
H -4.6577 -7.2115 -5.6162
H -3.9992 -8.5733 -4.7184
H -2.8003 -7.4501 -7.3107
H -3.7476 -8.9282 -7.1511
H -2.1546 -8.8072 -6.3823

13
Properties=species:S:1:pos:R:3 method="wB97M-V/def2-TZVPD" smiles="C=CC(=O)PC" e_homo_ev=-8.974 energy_ha=-573.09445 orbital_gap_ha=0.3452 charge=0
C -1.5044 0.5978 -1.4537
C -0.2220 0.9993 -1.5009
C 0.6639 1.6468 -0.0502
O 1.4155 2.5766 -0.2344
P 0.0508 0.9719 1.5140
C 0.7302 -0.7390 1.1387
H -2.0903 0.0875 -2.3686
H -2.1319 0.3588 -0.6011
H 0.4325 1.2797 -2.3188
H 1.1363 1.4044 2.3363
H 0.0714 -1.1895 0.4850
H 0.5998 -1.3370 1.9664
H 1.7371 -0.5027 0.6790

115
Properties=species:S:1:pos:R:3 method="wB97M-V/def2-TZVPD" e_homo_ev=-4.944 energy_ha=-2833.07602 orbital_gap_ha=0.2478 charge=-1
Tl 0.3810 0.1228 -0.4072
C 0.9849 1.3483 -4.6966
C 1.0305 1.1771 -3.2922
C 2.2900 1.5513 -2.5483
O 2.3239 1.1723 -1.3276
C 3.2791 2.4399 -3.0435
C 3.3025 2.7031 -4.4576
C 2.0949 2.1151 -5.3532
O 2.0134 2.3629 -6.5496
O 4.1500 3.3313 -5.0127
O 0.1293 0.6274 -2.5573
H 0.0739 1.0338 -5.1197
H 4.1332 2.7693 -2.4203
C 1.2143 0.5583 3.6311
C 2.1689 1.1333 4.2393
C 3.2909 -1.8823 2.9990
O 3.7992 -1.3623 2.1124
C 2.6327 -2.5417 3.9069
C 1.4950 -1.8976 4.6522
C 0.7306 -0.8335 3.8428
O -0.1578 -1.1937 3.1886
O 1.1298 -2.2594 5.7858
O 3.1375 1.3997 4.7788
H 0.5492 0.9506 2.9063
H 2.9201 -3.5264 3.9405
C -3.5927 -0.2221 4.1791
C -3.7342 1.3045 4.1292
C -3.2723 1.8875 2.7654
C -4.3767 1.7822 1.6985
C -5.5608 2.6080 2.0818
C -6.1650 2.0593 3.3655
N -5.1326 1.7909 4.3558
O -5.7147 1.0408 5.4550
C -7.0422 3.2147 3.9968
C -7.0864 0.7934 3.0456
C -2.9219 1.8511 5.2869
H -4.2024 -0.7190 3.3572
H -3.8046 -0.5042 5.1738
H -2.5630 -0.5553 3.9488
H -3.1039 2.9884 2.7743
H -2.2619 1.5205 2.4908
H -4.6020 0.7638 1.4288
H -4.0219 2.0892 0.6711
H -6.3244 2.6377 1.2948
H -5.1195 3.6050 2.1519
H -6.3675 3.8960 4.5365
H -7.4746 3.8139 3.1939
H -7.8958 2.8830 4.6138
H -6.8801 0.5007 2.0078
H -6.7966 -0.1473 3.5020
H -8.1616 1.0455 3.1473
H -3.1742 1.4266 6.2757
H -2.9528 2.9799 5.3756
H -1.8994 1.5447 5.0685
H -5.8658 1.7429 6.0836
C 3.2685 -1.5896 -4.7345
C 2.5356 -2.8526 -4.1480
C 2.9505 -4.0820 -4.9240
C 4.3230 -4.5715 -4.5734
C 4.4411 -4.8587 -3.1077
C 3.9724 -3.7088 -2.2552
N 2.6984 -3.1721 -2.6610
O 2.3420 -2.0291 -1.9609
C 3.8309 -4.2112 -0.7699
C 5.0720 -2.6623 -2.2362
C 1.0058 -2.6339 -4.4317
H 3.1525 -0.7323 -4.0361
H 2.7514 -1.3529 -5.6678
H 4.2786 -1.8118 -4.9453
H 2.3641 -4.9590 -4.6555
H 2.8513 -3.9206 -6.0370
H 5.0790 -3.8035 -4.8322
H 4.5216 -5.5072 -5.1433
H 5.4540 -5.1838 -2.7394
H 3.8272 -5.7493 -2.8144
H 3.3853 -3.4697 -0.1539
H 3.1703 -5.0792 -0.7568
H 4.8042 -4.5482 -0.4222
H 4.7764 -1.6937 -1.7928
H 5.9109 -3.0111 -1.6248
H 5.5068 -2.5117 -3.2792
H 0.8750 -2.8069 -5.5266
H 0.6172 -1.7140 -4.0737
H 0.3346 -3.4281 -3.9687
H 2.9954 -1.3867 -2.3267
N -0.0207 -4.0443 -0.9305
C 0.4045 -3.9769 0.4064
C -0.7066 -3.7180 1.1517
C -1.8393 -3.6958 0.3243
C -1.3748 -3.8910 -0.9601
H 0.5118 -4.0858 -1.7778
H 1.3895 -4.2209 0.4712
H -0.7554 -3.4839 2.2063
H -2.8871 -3.3802 0.4766
H -1.8455 -3.8445 -1.9720
N 2.6443 3.3249 0.7249
C 1.6643 4.3210 0.6920
C 2.0454 5.3516 1.4672
C 3.2811 5.0220 2.0387
C 3.5362 3.7532 1.6148
H 2.7022 2.6530 0.0080
H 0.8858 4.1383 0.0261
H 1.5054 6.3115 1.6286
H 3.7977 5.6066 2.8268
H 4.4927 3.3170 1.8030
N -2.0641 2.3546 -2.4188
C -3.3571 2.8533 -2.4083
C -3.2438 3.9849 -1.5508
C -1.8990 4.1894 -1.2196
C -1.1915 3.1450 -1.6850
H -1.7931 1.5112 -2.8717
H -4.1950 2.3000 -2.7828
H -4.1456 4.5196 -1.1648
H -1.5013 4.9017 -0.5334
H -0.1626 2.9019 -1.6455

53
Properties=species:S:1:pos:R:3 method="wB97M-V/def2-TZVPD" s_squared=3.763 e_homo_ev="-10.628 / -11.428" energy_ha=-6746.11282 spin_multiplicity=4 orbital_gap_ha="0.2902 / 0.2458" charge=+1
Pd -0.9057 1.2477 0.3524
Br -0.2875 3.2173 1.7460
C -3.2685 4.3631 -0.0347
Br -2.8965 2.7818 -0.9215
H -3.0362 5.2753 -0.5601
H -3.4569 4.2995 1.0262
N 1.5016 -0.9721 0.5361
P 1.3085 0.6137 -0.0684
C 1.6690 0.5189 -1.8432
C 2.9014 0.0375 -2.2782
C 3.1735 -0.0406 -3.6364
C 2.2219 0.3683 -4.5616
C 0.9940 0.8546 -4.1337
C 0.7198 0.9287 -2.7760
C 2.7101 1.4549 0.6696
C 3.0411 1.2375 2.0065
C 4.0852 1.9423 2.5828
C 4.7831 2.8838 1.8372
C 4.4349 3.1252 0.5156
C 3.3945 2.4188 -0.0690
C 0.5242 -1.9474 0.3224
C 0.6579 -3.2324 0.8516
C -0.2936 -4.1738 0.5319
C -1.3474 -3.8298 -0.3116
C -1.4135 -2.5288 -0.7571
N -0.5198 -1.5884 -0.4243
H 2.1878 -1.1550 1.2464
H 3.6458 -0.2818 -1.5564
H 4.1320 -0.4156 -3.9724
H 2.4418 0.3108 -5.6226
H 0.2525 1.1722 -4.8570
H -0.2334 1.3046 -2.4401
H 2.4718 0.5452 2.6155
H 4.3457 1.7668 3.6183
H 5.5915 3.4422 2.2946
H 4.9746 3.8661 -0.0636
H 3.1189 2.6115 -1.0996
H 1.5035 -3.4770 1.4851
H -0.2142 -5.1803 0.9251
H -2.0949 -4.5546 -0.6111
H -2.2113 -2.2114 -1.4240
O -1.9778 -0.0006 1.8093
N -3.0982 -0.6986 1.6465
C -3.5019 -1.4427 2.6969
C -4.6519 -2.1956 2.6295
C -5.4151 -2.1950 1.4719
C -4.9911 -1.4202 0.4079
C -3.8322 -0.6806 0.5167
H -2.8597 -1.3861 3.5615
H -4.9445 -2.7766 3.4932
H -6.3238 -2.7791 1.4066
H -5.5486 -1.3747 -0.5180
H -3.4623 -0.0496 -0.2629

18
Properties=species:S:1:pos:R:3 method="wB97M-V/def2-TZVPD" smiles="NNC(=O)Cc1nnc(N)s1" e_homo_ev=-9.254 energy_ha=-903.81901 orbital_gap_ha=0.3534 charge=0
N -0.6806 -3.4047 -1.5652
N -0.2222 -2.3631 -0.7620
C -0.7266 -2.1349 0.4617
O -1.5834 -2.8566 0.9658
C -0.1338 -0.9721 1.2615
C 0.2483 0.2640 0.4813
N 0.9272 0.2504 -0.6141
N 1.1768 1.4936 -1.1417
C 0.7086 2.4362 -0.3853
N 0.8912 3.7766 -0.6520
S -0.1275 1.8760 1.0367
H -1.6882 -3.3163 -1.6057
H -0.4894 -4.2873 -1.0992
H 0.4075 -1.6816 -1.2131
H -0.8786 -0.7199 2.0228
H 0.7594 -1.3422 1.7944
H 1.2520 3.9244 -1.5714
H 0.1188 4.4313 -0.4109

13
Properties=species:S:1:pos:R:3 method="wB97M-V/def2-TZVPD" smiles=CNCC(F)F e_homo_ev=-9.079 energy_ha=-372.96221 orbital_gap_ha=0.3717 charge=0
C -0.0901 1.9186 -1.7527
N -0.5974 1.1440 -0.6941
C 0.4935 0.2417 -0.2631
C 0.0762 -0.6357 0.9519
F -1.0809 -1.3111 0.6805
F 1.1142 -1.5250 1.1438
H -1.0224 2.4293 -2.2495
H 0.4164 1.2723 -2.5095
H 0.6110 2.7446 -1.3437
H -1.0781 1.7167 0.0380
H 0.7181 -0.4914 -0.9778
H 1.4574 0.8193 -0.0258
H -0.0978 -0.1214 1.8915

83
Properties=species:S:1:pos:R:3 method="wB97M-V/def2-TZVPD" e_homo_ev=-11.408 energy_ha=-31863.74314 orbital_gap_ha=0.3210 charge=+1
C 7.0090 -0.2498 0.9230
C 6.5845 1.2415 0.3311
C 5.2592 1.1668 -0.6475
C 4.3632 2.5469 -0.4656
C 2.9301 2.2525 0.2754
C 2.0764 1.2206 -0.6755
C 0.4491 1.3925 -0.6024
C -0.0601 -0.0637 -1.2480
N -1.4848 -0.2321 -0.7588
C -1.4415 0.0545 0.7568
C -0.3434 1.2751 0.8250
N 0.3948 1.4351 2.1341
H 7.9477 -0.1988 1.6543
H 6.0963 -0.6431 1.5472
H 7.3028 -0.9541 0.0337
H 7.4761 1.7583 -0.2580
H 6.3944 1.9166 1.2784
H 5.6760 1.0589 -1.7592
H 4.6866 0.1850 -0.3608
H 4.1036 3.0215 -1.5203
H 4.9826 3.2684 0.2281
H 2.3396 3.2050 0.6146
H 3.1901 1.6461 1.2696
H 2.3863 1.4814 -1.7989
H 2.4535 0.1001 -0.5197
H 0.0027 2.2913 -1.2428
H 0.5072 -0.8855 -0.5955
H 0.1812 -0.1144 -2.3915
H -1.8666 -1.2027 -0.8862
H -2.0274 0.4262 -1.3625
H -1.1966 -0.8812 1.4222
H -2.5775 0.3401 0.9706
H -1.0427 2.2416 0.7983
H 0.7050 2.4492 2.2178
H -0.3363 1.3450 2.8996
Br -0.9295 -1.7898 4.0921
C -1.1800 -3.7152 4.2755
C -1.7899 -4.3092 3.0281
Br -3.7004 -3.9306 2.9260
H -1.7852 -3.8743 5.1727
H -0.1770 -4.1174 4.4436
H -1.7175 -5.4001 3.0448
H -1.3401 -3.9346 2.1041
Br -7.4330 -3.6549 3.5448
C -6.8694 -5.0859 4.7441
C -7.5566 -4.9793 6.0846
Br -6.7666 -3.5674 7.1738
H -5.7786 -5.0359 4.8102
H -7.1557 -6.0113 4.2363
H -7.4170 -5.8960 6.6640
H -8.6261 -4.7633 6.0084
Br -5.1489 0.0264 -1.1187
C -5.8694 1.7912 -1.5309
C -4.7695 2.7611 -1.8916
Br -3.8147 3.3695 -0.3035
H -6.4587 2.1056 -0.6647
H -6.5386 1.6331 -2.3815
H -5.1858 3.6686 -2.3371
H -4.0234 2.3386 -2.5706
Br -10.2513 -0.5724 2.1453
C -11.1015 -2.3200 1.9819
C -12.1384 -2.5273 3.0601
Br -11.3036 -2.9397 4.7738
H -10.3022 -3.0666 1.9989
H -11.5685 -2.3172 0.9930
H -12.7633 -3.3953 2.8330
H -12.7801 -1.6558 3.2188
Br 3.9081 2.6468 -4.5567
C 5.5622 3.6192 -4.9060
C 6.5212 3.5029 -3.7451
Br 5.9889 4.6617 -2.2695
H 5.2830 4.6513 -5.1367
H 5.9822 3.1526 -5.8015
H 7.5181 3.8486 -4.0318
H 6.5959 2.4882 -3.3435
Br 9.8679 3.1815 -5.7756
C 9.6174 1.2561 -5.5923
C 9.0075 0.6621 -6.8396
Br 7.0970 1.0407 -6.9418
H 9.0122 1.0970 -4.6950
H 10.6204 0.8539 -5.4241
H 9.0799 -0.4288 -6.8229
H 9.4572 1.0367 -7.7636

16
Properties=species:S:1:pos:R:3 method="wB97M-V/def2-TZVPD" smiles="O=C1N=C(Cl)C[C@](O)([N+](=O)[O-])N1" e_homo_ev=-10.797 energy_ha=-1080.15054 orbital_gap_ha=0.3827 charge=0
O 1.2754 -2.8340 -0.1646
C 1.0255 -1.6782 -0.0175
N 2.0819 -0.7972 0.1269
C 1.9350 0.4210 -0.1655
Cl 3.2485 1.4829 -0.0513
C 0.5821 1.1583 -0.0941
C -0.6620 0.1351 -0.2626
O -1.3998 0.3057 -1.3252
N -1.6581 0.4715 0.9773
O -1.2736 0.8192 2.0714
O -2.7930 0.2569 0.6771
N -0.2820 -1.2109 -0.0031
H 0.6148 1.7625 0.8422
H 0.3623 1.7957 -0.9813
H -2.2150 -0.1636 -1.1815
H -0.8421 -1.9249 -0.4484

12
Properties=species:S:1:pos:R:3 method="wB97M-V/def2-TZVPD" e_homo_ev=-8.307 energy_ha=-339.53329 orbital_gap_ha=0.3278 charge=0
C 1.0766 0.0922 -1.1113
C -0.4313 0.1216 0.7759
H 1.9925 0.1084 -0.4549
H 1.1925 0.7201 -1.9694
H 0.7937 -0.9826 -1.4478
H -1.3711 2.1109 -0.9603
H -0.6662 0.9999 1.7583
H -0.8626 -2.7921 1.7642
N -0.2138 0.5359 -0.5374
N -0.3753 -1.2876 0.7445
O -0.2266 2.0209 -0.5995
O -0.9085 -1.6477 2.0377